Record 1
Formula: C4H7FN2O
Source: the Open Molecules 2025 dataset
Level of theory: the ωB97M-V functional and the def2-TZVPD basis

Summary:
energy = -12002.5380 eV
SMILES = C/C(=N/N)O/C=C/F
total charge = 0
orbital gap = 0.3568 Eh

Last column: natural (NBO) charge in e.
Geometry (Å):
C: -0.922319 1.774370 -0.233548  -0.657
C: -0.957365 0.295180 0.071741  0.481
N: -1.730099 -0.547095 -0.417056  -0.276
N: -1.656056 -1.862678 -0.070977  -0.637
O: 0.225298 0.034364 0.699879  -0.559
C: 1.339684 -0.482229 0.042944  0.034
C: 2.586325 0.055199 0.110893  0.157
F: 3.618811 -0.644888 -0.355104  -0.319
H: -1.807761 2.187225 -0.929026  0.234
H: 0.185902 1.869108 -0.720254  0.224
H: -1.003829 2.284894 0.730234  0.227
H: -1.271487 -2.012428 0.957232  0.338
H: -2.483889 -2.307455 -0.125354  0.358
H: 1.050456 -1.692204 -0.339841  0.209
H: 2.826327 1.048638 0.578237  0.186

Cartesian forces, eV/Å:
C -0.1 0.4 -2.3
C 1.3 1.7 -2.1
N -2.1 -0.1 0.4
N 5.3 0.5 3.2
O 1.7 -0.5 1.8
C -0.8 -3.6 -0.5
C -2.4 0.3 0.6
F 0.3 0.1 -0.1
H 2.2 -1.2 1.4
H -2.8 0.5 1.0
H 0.4 0.2 -0.3
H -0.8 0.4 -2.8
H -3.5 -1.4 -0.5
H 1.5 3.9 0.7
H -0.2 -1.2 -0.6

Record 2
Formula: C4H7FN2S
Source: the Open Molecules 2025 dataset
Level of theory: the ωB97M-V functional and the def2-TZVPD basis

Summary:
energy = -20791.0462 eV
SMILES = F[C@H]1CNN=CSC1
total charge = 0
orbital gap = 0.3419 Eh

Last column: natural (NBO) charge in e.
Geometry (Å):
F: -0.845503 1.573069 1.176951  -0.402
C: 0.462776 0.916522 1.114537  0.167
C: 0.236282 -0.439326 1.676360  -0.273
N: -0.703068 -1.117636 0.797114  -0.471
N: -0.154476 -1.921074 -0.146489  -0.279
C: 0.270268 -1.364471 -1.175875  -0.079
S: -0.062650 0.308297 -1.726858  0.167
C: 0.813493 1.272744 -0.342515  -0.503
H: 1.076000 1.543806 1.699988  0.180
H: -0.292772 -0.421189 2.717661  0.231
H: 1.119280 -1.122645 1.743253  0.207
H: -1.333903 -1.601277 1.481738  0.368
H: 1.164613 -1.950083 -1.894355  0.212
H: 1.816841 1.056076 -0.368659  0.203
H: 0.367745 2.363099 -0.531862  0.271

Cartesian forces, eV/Å:
F 0.6 -0.6 0.9
C -2.9 2.3 -1.3
C -0.3 -1.5 0.4
N -3.0 0.3 2.3
N 0.8 -2.0 0.7
C 3.5 -0.3 -3.4
S 0.9 0.3 1.5
C -3.7 0.3 -0.2
H 0.9 0.5 1.0
H 1.3 0.5 -1.8
H -0.1 1.0 0.2
H 0.8 -0.2 -1.8
H -3.3 1.3 2.0
H 2.7 0.4 -1.1
H 1.8 -2.3 0.6

Energy above the lowest of the compared OMol25 structures with the same formula, charge and spin for every record listed, in sequence, given in kcal/mol: 104.2 80.5.